{
  "formula": "C36H45Ge2MnNOSSb",
  "method": "ωB97M-V/def2-TZVPD",
  "spin_multiplicity": 5,
  "energy_ev": -203324.1298,
  "e_lumo_ha": [-0.001, 0.002],
  "gap_ev": [7.5, 7.3],
  "e_above_lowest_kcal_mol": 0.0,
  "homo_ev": [-7.537, -7.264],
  "s_squared": 6.29,
  "elements": ["Sb", "Ge", "Ge", "Mn", "S", "O", "N", "C", "C", "C", "C", "C", "C", "C", "C", "C", "C", "C", "C", "C", "C", "C", "C", "C", "C", "C", "C", "C", "C", "C", "C", "C", "C", "C", "C", "C", "C", "C", "C", "C", "C", "C", "C", "H", "H", "H", "H", "H", "H", "H", "H", "H", "H", "H", "H", "H", "H", "H", "H", "H", "H", "H", "H", "H", "H", "H", "H", "H", "H", "H", "H", "H", "H", "H", "H", "H", "H", "H", "H", "H", "H", "H", "H", "H", "H", "H", "H", "H"],
  "xyz": [[0.4063, -0.4088, -2.5314], [-0.9318, 0.9024, 1.0079], [-3.0549, -0.2767, 1.1839], [1.0958, -0.4639, 0.2868], [2.4896, 1.4816, -0.1330], [2.8179, -1.4286, -0.1483], [3.8512, -0.7601, -0.6506], [0.4211, -1.9615, 2.9067], [-0.2042, 3.2879, 5.0876], [-0.0261, -3.1006, 3.6213], [4.8926, -1.5055, -1.0836], [-3.3979, -1.4607, -0.3476], [-2.3041, 3.0104, -2.4258], [-1.2715, -1.1011, -3.6772], [0.5741, 2.5690, 2.9283], [0.0579, 1.7550, -4.7612], [-0.2389, -2.9970, 0.8416], [-1.4859, -2.5997, -3.4934], [0.7845, 3.2590, 4.1139], [-0.6735, -4.1465, 1.5450], [-0.6771, 4.4300, -1.3841], [-0.6258, 1.8989, 2.6828], [6.0464, 0.4729, -1.7120], [6.0045, -0.9213, -1.6196], [-4.5106, 1.0469, 1.2260], [1.9061, -1.5074, -5.0503], [-1.5856, 4.1971, -2.4077], [0.6014, -2.0560, 5.7125], [3.8438, 0.5961, -0.7120], [-1.6085, 1.9461, 3.6706], [0.0741, -3.1172, 5.0346], [0.2990, -1.9086, 1.4841], [-1.4031, 2.6292, 4.8623], [-3.1442, -1.4040, 2.7809], [4.9821, 1.2105, -1.2631], [0.9869, -0.8910, 3.6435], [-0.5742, -4.1946, 2.9041], [-1.1974, 2.2812, -0.3891], [1.0702, -0.9275, 5.0056], [0.7937, 1.4915, -3.4538], [1.9325, -1.5554, -3.5283], [-0.4896, 3.4830, -0.3856], [-2.1029, 2.0643, -1.4296], [-4.4387, 1.6934, 2.1000], [-1.6581, -2.8535, -2.4458], [-0.6208, -3.1721, -3.8337], [-1.0906, -4.9839, 0.9987], [-1.0984, -0.8501, -4.7238], [-2.3522, -2.9485, -4.0584], [-3.4282, -0.9259, -1.2969], [-4.3644, -1.9472, -0.2035], [-0.2803, -3.9906, 5.5697], [-4.1639, -1.7753, 2.8991], [-0.9141, -5.0637, 3.4548], [-0.0402, 3.8196, 6.0162], [0.5452, 2.2455, -2.7064], [6.8189, -1.5431, -1.9583], [-2.1450, -0.5364, -3.3493], [-0.3404, -2.9973, -0.2422], [0.3225, 1.0367, -5.5382], [4.9798, 2.2892, -1.3172], [-3.0257, 2.8241, -3.2122], [-0.1159, 5.3556, -1.3595], [1.8509, -2.5800, -3.1589], [0.2144, 3.6928, 0.4119], [1.7255, 3.7693, 4.2794], [4.7442, -2.5673, -0.9621], [-1.0227, 1.7105, -4.6249], [-2.8627, -0.8626, 3.6833], [-4.4772, 1.6793, 0.3388], [-2.4750, -2.2572, 2.6730], [-2.1813, 2.6440, 5.6153], [2.6964, -2.1264, -5.4812], [-1.7376, 4.9385, -3.1816], [0.6662, -2.0789, 6.7928], [2.0534, -0.4914, -5.4186], [-2.6816, 1.1466, -1.4556], [1.8778, 1.5310, -3.5916], [-2.5537, 1.4381, 3.5217], [0.9573, -1.8685, -5.4511], [1.4919, -0.0883, 5.5440], [0.2937, 2.7521, -5.1401], [-5.4750, 0.5367, 1.2529], [1.3515, -0.0239, 3.1048], [-2.6323, -2.2336, -0.4023], [6.9100, 0.9681, -2.1335], [2.8808, -1.1679, -3.1468], [1.3717, 2.5427, 2.1943]],
  "atomic_forces_ev_per_a": [[-0.048, -0.025, -0.067], [0.087, -0.005, -0.020], [0.021, -0.002, 0.011], [0.057, 0.072, 0.174], [-0.035, -0.008, -0.016], [-0.024, 0.007, -0.011], [0.004, -0.035, 0.009], [0.004, 0.005, -0.009], [0.000, 0.001, 0.004], [-0.018, -0.024, 0.013], [0.002, 0.012, 0.006], [0.001, -0.005, 0.009], [0.012, 0.012, -0.005], [0.005, 0.004, -0.010], [0.005, 0.007, -0.003], [-0.001, -0.002, -0.013], [-0.023, -0.012, -0.015], [-0.007, -0.009, 0.009], [0.009, -0.003, 0.002], [0.009, 0.011, -0.005], [-0.003, 0.003, 0.013], [-0.037, 0.014, 0.005], [0.000, -0.013, -0.001], [-0.009, -0.005, 0.003], [-0.019, -0.023, -0.006], [-0.001, 0.003, -0.015], [-0.009, -0.002, -0.002], [0.001, 0.003, -0.011], [0.010, 0.002, 0.004], [0.005, -0.007, 0.012], [0.000, -0.001, -0.008], [-0.027, 0.011, -0.050], [-0.003, 0.000, 0.001], [-0.012, -0.011, 0.008], [-0.014, 0.012, 0.005], [0.015, 0.009, -0.008], [0.013, 0.014, -0.001], [-0.015, -0.007, -0.010], [-0.003, 0.001, 0.007], [0.021, 0.019, 0.014], [0.019, -0.020, 0.010], [0.014, 0.018, 0.009], [0.003, -0.017, -0.004], [0.007, 0.008, 0.019], [0.003, 0.001, -0.006], [0.019, -0.009, -0.008], [-0.001, -0.007, -0.005], [0.001, 0.005, -0.017], [-0.007, -0.004, -0.009], [0.006, 0.004, -0.013], [-0.010, -0.010, -0.001], [-0.003, -0.008, 0.006], [-0.016, -0.004, 0.014], [-0.004, -0.012, 0.006], [0.002, 0.003, 0.003], [0.000, -0.013, -0.007], [0.010, -0.002, -0.004], [-0.014, 0.016, 0.004], [0.003, 0.002, 0.011], [0.008, -0.016, -0.009], [-0.001, 0.009, 0.001], [-0.008, -0.005, -0.010], [0.008, 0.011, 0.002], [-0.004, 0.007, 0.004], [-0.005, 0.005, -0.010], [0.002, 0.001, 0.001], [0.006, 0.001, -0.002], [-0.016, -0.004, 0.007], [0.011, -0.001, 0.016], [-0.004, 0.013, -0.011], [-0.006, 0.011, -0.012], [-0.002, 0.001, 0.002], [0.006, -0.007, 0.007], [0.001, 0.007, -0.007], [0.001, 0.001, 0.009], [-0.002, 0.018, -0.001], [-0.003, -0.006, -0.006], [-0.009, -0.005, 0.003], [-0.002, -0.001, -0.007], [-0.012, -0.005, -0.001], [0.003, 0.006, 0.004], [0.005, 0.011, 0.004], [-0.012, -0.007, 0.002], [-0.004, -0.013, 0.005], [0.005, 0.003, 0.003], [0.015, 0.007, -0.006], [-0.006, -0.001, -0.008], [0.020, -0.018, -0.011]]
}